20
Properties=species:S:1:pos:R:3:mulliken_charge:R:1 method="wB97M-V/def2-TZVPD" homo_energy_ha=-0.3435 e_lumo_ev=0.5 orbital_gap_ev=9.85 multiplicity=1
C -0.92487 -1.34722 -1.63476 -1.110
C 0.02379 -1.24048 -0.53314 -0.372
C 0.93683 -0.26690 -0.39695 -0.590
C 1.72096 0.12336 0.77010 -0.415
N 1.54598 -0.60895 2.02570 -0.679
H -0.83998 -0.46970 -2.28961 0.314
H -0.53990 -1.97246 -2.53338 0.325
H -1.92387 -1.60116 -1.25531 0.314
H -0.37356 -1.87889 0.29856 0.287
H 1.12809 0.39429 -1.30158 0.602
H 2.74158 0.05080 0.36169 0.339
H 1.50506 1.19593 1.04837 0.347
H 0.68076 -0.34561 2.53848 0.280
H 1.35974 -1.52088 1.55373 0.283
O 0.06819 2.61812 -0.74008 -0.649
H -0.01190 1.69665 -0.48230 0.406
H -0.75756 3.10053 -0.53902 0.302
O -2.52604 0.08965 0.41926 -0.638
H -1.53510 0.06257 0.56912 0.367
H -3.13265 0.27594 1.18646 0.288

=====

10
Properties=species:S:1:pos:R:3:mulliken_charge:R:1 method="wB97M-V/def2-TZVPD" homo_energy_ha=-0.4190 e_lumo_ev=0.1 orbital_gap_ev=11.51 multiplicity=1
C 0.43195 -0.93834 0.29578 -0.712
C 0.84837 -0.20718 -0.72302 0.661
O -1.27736 0.48138 1.76316 -0.489
O -1.83523 0.23374 -0.64649 -0.472
O -0.14658 1.85118 0.14269 -0.486
F 1.93339 0.48401 -0.69630 -0.187
F 0.20957 -0.01757 -1.85128 -0.160
S -1.01780 0.76499 0.38255 1.167
H -0.22151 -1.67603 0.12462 0.412
H 1.07521 -0.97619 1.20828 0.267

=====

84
Properties=species:S:1:pos:R:3:mulliken_charge:R:1 method="wB97M-V/def2-TZVPD" s2=2.043 homo_energy_ha="0.0013 / -0.0817" e_lumo_ev="3.0 / 3.0" total_charge=-2 orbital_gap_ev="2.96 / 5.22" multiplicity=3
Ti 1.38080 -0.50046 0.69564 -0.838
Cl 7.82588 0.14088 4.14336 -0.302
C 6.24486 -0.22416 3.69416 0.183
C 5.28737 -0.94999 4.44136 -0.459
C 3.96027 -1.15517 3.98178 -0.821
C 3.47621 -0.65292 2.75887 0.038
O 2.23791 -0.77011 2.36851 0.316
C 4.41759 0.21495 2.00223 1.623
C 4.07712 0.85001 0.84348 -0.671
N 2.85826 0.81301 0.27339 1.178
C 2.29035 2.02894 -0.22877 -0.230
C 1.80453 2.12611 -1.53485 -0.648
C 1.18588 3.32802 -1.99457 -0.913
C 0.87784 4.35265 -1.12977 -0.853
C 1.15339 4.20720 0.21461 1.293
C 0.76148 5.21871 1.14939 -0.917
C 1.16860 5.11455 2.42395 -0.624
C 1.89691 3.96773 2.81361 -0.447
N 2.23038 2.99064 2.03419 -0.233
C 1.88702 3.07420 0.71192 0.612
C 5.79556 0.28247 2.46800 -1.095
H 5.60728 -1.34807 5.42872 0.276
H 3.23244 -1.59006 4.66260 0.317
H 4.94862 1.26638 0.22297 -0.270
H 1.97880 1.32627 -2.29008 0.171
H 0.96165 3.49119 -3.02926 0.416
H 0.39495 5.20765 -1.48686 0.516
H 0.06831 5.97684 0.88616 0.382
H 1.05496 5.88896 3.15002 0.404
H 2.27674 3.92608 3.79799 0.480
H 6.52175 0.80131 1.86832 0.339
O 2.88607 -1.72568 0.00292 -0.118
C 2.98685 -2.57762 -0.99317 0.304
C 4.17227 -3.22590 -1.26200 -1.002
C 4.19146 -4.40849 -2.02236 -0.388
C 3.03266 -4.89069 -2.60331 -0.636
C 1.86059 -4.24584 -2.52220 -0.857
C 1.80275 -2.97533 -1.83513 0.494
C 0.64415 -2.13432 -1.90591 0.026
N 0.66769 -0.88733 -1.39093 0.821
C -0.63369 -0.31893 -1.67694 -0.414
C -1.27078 -1.18269 -2.52721 -1.070
N -0.50827 -2.36082 -2.63730 0.069
H 5.04006 -2.76047 -0.80097 0.426
H 5.09790 -4.97639 -2.11845 0.390
H 3.06414 -5.69788 -3.30437 0.316
H 0.94101 -4.64849 -2.98382 0.198
H -0.90465 0.61109 -1.20130 0.433
H -2.11033 -1.04346 -3.25020 0.383
H -0.96824 -3.20286 -2.93704 0.304
O -1.29253 1.82644 2.54829 -0.765
C -0.87489 0.82881 1.99559 -0.186
O 0.04619 0.85406 1.02811 0.099
C -1.54400 -0.56426 2.25214 0.403
C -2.57190 -0.57282 3.09997 -0.529
C -3.18235 -1.82529 3.44328 -0.161
C -2.88847 -3.06676 2.86744 -0.537
C -1.99159 -2.92534 1.79981 -0.705
C -1.14532 -1.77576 1.54770 1.272
O 0.12717 -2.00217 1.29066 -0.249
N -1.86114 -4.16151 1.01504 0.930
O -1.08549 -4.04919 0.04964 -0.561
O -2.37815 -5.18574 1.45406 -0.705
N -4.30729 -1.85804 4.29574 1.007
O -4.84281 -2.94056 4.45951 -0.688
O -4.69275 -0.76168 4.77086 -0.682
H -3.11107 0.32880 3.41181 0.481
H -3.44040 -3.96485 3.04092 0.602
N -6.13931 -1.49578 -2.21970 -0.377
C -5.70744 -0.38827 -2.70979 0.617
N -4.66376 0.22393 -2.27053 -0.459
C -4.43656 1.37577 -3.02077 -0.219
C -3.48105 2.35383 -2.65064 0.352
C -3.55766 3.62726 -3.20198 -0.796
C -4.52591 3.86665 -4.19183 -0.284
C -5.50508 2.92322 -4.57101 -0.633
C -5.46716 1.72246 -3.94476 0.401
S -6.57727 0.37171 -4.05712 -0.320
H -5.42254 -2.01047 -1.65956 0.238
H -6.97270 -2.04186 -2.46447 0.212
H -2.60537 2.00174 -1.97073 0.253
H -2.92147 4.50440 -2.89599 0.347
H -4.65639 4.85904 -4.55386 0.341
H -6.17888 3.17055 -5.35914 0.400

=====

112
Properties=species:S:1:pos:R:3:mulliken_charge:R:1 method="wB97M-V/def2-TZVPD" s2=0.939 homo_energy_ha="-0.1288 / -0.1583" e_lumo_ev="2.3 / 2.3" total_charge=-1 orbital_gap_ev="5.81 / 6.61" multiplicity=2
Mn -0.76607 -1.21127 0.04191 -0.657
C -0.81692 6.26639 0.71069 -1.877
C 0.01628 5.18235 1.40362 2.216
C -0.02059 5.42822 2.91913 -1.647
C 1.46277 5.31523 0.92255 -2.059
C -0.54151 3.78791 1.09932 -0.601
C 0.27946 2.70084 0.84662 -0.681
C -0.26804 1.45927 0.57520 0.341
N 0.55674 0.29774 0.21231 1.569
C 1.35465 0.37734 -1.00727 0.132
C 2.56520 1.04040 -1.06953 -0.729
C 3.27889 1.02573 -2.26125 -0.776
C 2.72467 0.30657 -3.33051 -0.015
C 1.53114 -0.40859 -3.26507 -0.691
C 0.82989 -0.38668 -2.03670 -0.186
O -0.27978 -1.06292 -1.80858 -0.564
C 0.99833 -1.22183 -4.44647 2.927
C 1.85241 -1.05449 -5.70441 -2.452
C 0.99959 -2.71096 -4.07401 -1.467
C -0.43035 -0.77548 -4.78210 -1.671
C 4.63190 1.71771 -2.43989 2.252
C 5.05563 2.45299 -1.17241 -2.024
C 5.71189 0.68055 -2.77857 -1.626
C 4.55144 2.73617 -3.58498 -1.703
C -1.65294 1.26023 0.47325 0.350
O -2.13600 0.09222 -0.00720 -1.210
C -2.50404 2.31498 0.84359 -0.022
C -1.92077 3.54924 1.11614 0.003
C -4.02244 2.10461 0.86524 2.733
C -4.75578 3.29527 1.48624 -2.416
C -4.52081 1.92747 -0.57543 -1.695
C -4.38761 0.86425 1.69532 -1.489
H -0.35596 7.24675 0.87098 0.461
H -1.83661 6.31631 1.09912 0.360
H -0.87739 6.08452 -0.36562 0.390
H 0.41935 6.40082 3.17163 0.429
H 0.53568 4.64954 3.44722 0.313
H -1.04976 5.41288 3.28975 0.332
H 1.77926 6.35983 1.00188 0.510
H 1.56810 4.99954 -0.11912 0.437
H 2.15028 4.71597 1.52585 0.336
H 1.35844 2.78734 0.86969 0.296
H 2.93125 1.53556 -0.17816 0.604
H 3.27563 0.28897 -4.26295 0.463
H 2.87814 -1.40347 -5.55396 0.377
H 1.88977 -0.01300 -6.03785 0.407
H 1.41668 -1.64948 -6.51372 0.461
H 2.02180 -3.06001 -3.90255 0.331
H 0.56612 -3.30321 -4.88869 0.453
H 0.43000 -2.89045 -3.16226 0.181
H -0.43183 0.25757 -5.14116 0.344
H -1.07929 -0.83487 -3.90730 0.182
H -0.84125 -1.41420 -5.57385 0.468
H 5.16136 1.77079 -0.32530 0.392
H 4.33406 3.22619 -0.89308 0.290
H 6.02194 2.93864 -1.33840 0.458
H 5.79770 -0.05873 -1.97719 0.306
H 6.68593 1.16736 -2.90826 0.454
H 5.47612 0.14315 -3.70075 0.289
H 3.77532 3.47943 -3.38293 0.331
H 4.30985 2.25285 -4.53506 0.287
H 5.50778 3.25805 -3.70635 0.479
H -2.57804 4.37299 1.36989 0.304
H -4.71015 4.18673 0.85302 0.366
H -4.35247 3.55419 2.46974 0.421
H -5.81019 3.03237 1.61256 0.463
H -4.32708 2.83293 -1.15781 0.340
H -5.60139 1.73545 -0.58170 0.412
H -4.01561 1.09031 -1.05751 0.238
H -4.00997 0.95279 2.71899 0.276
H -3.97109 -0.04399 1.26393 0.094
H -5.47919 0.77081 1.73835 0.537
N -3.28003 -2.89782 2.92647 -0.173
C -2.70500 -2.95349 4.21227 -0.045
C -3.15700 -3.85882 5.16083 -0.767
C -2.60402 -3.86877 6.43570 -0.545
C -1.57331 -2.99812 6.75294 -0.714
C -1.10343 -2.11344 5.78653 -0.551
C -1.68439 -2.07040 4.52613 0.857
S -1.20237 -0.88090 3.33482 -0.340
N -1.51446 -1.73747 1.89064 0.725
C -2.51223 -2.53815 1.82186 -0.211
C -2.80882 -3.09099 0.53287 1.790
C -3.87880 -3.94841 0.22296 -1.243
C -4.05195 -4.34987 -1.07136 -0.786
C -3.15815 -3.89654 -2.05986 -1.032
C -2.13428 -3.06950 -1.68392 -0.651
N -1.94257 -2.68006 -0.40674 0.883
H -3.96199 -3.61516 2.74685 0.110
H -3.95284 -4.55012 4.90235 0.354
H -2.97935 -4.56686 7.17384 0.372
H -1.12743 -3.01315 7.73897 0.370
H -0.28720 -1.43501 6.01279 0.454
H -4.58205 -4.27290 0.98103 0.377
H -4.87794 -5.00063 -1.32726 0.407
H -3.26598 -4.17806 -3.09810 0.515
H -1.41885 -2.66885 -2.38832 0.424
N 1.88043 -0.19768 2.17885 -0.826
C 1.24672 -0.63376 1.16310 -0.109
H 2.20171 -1.01096 2.70657 0.428
N 0.97010 -1.86651 0.64532 0.686
C 1.83865 -2.94152 0.76201 -0.297
C 1.33769 -4.20749 1.06619 -0.109
C 2.18459 -5.31037 1.12561 -0.748
C 3.54725 -5.16565 0.89515 -0.498
C 4.05085 -3.90108 0.59539 -0.710
C 3.20921 -2.79964 0.52283 -0.375
H 0.27251 -4.30884 1.24619 0.263
H 1.77420 -6.28675 1.36321 0.392
H 4.20779 -6.02303 0.94340 0.362
H 5.10975 -3.77526 0.39854 0.383
H 3.59250 -1.81867 0.26555 0.441

=====

34
Properties=species:S:1:pos:R:3:mulliken_charge:R:1 method="wB97M-V/def2-TZVPD" homo_energy_ha=-0.2881 e_lumo_ev=0.8 orbital_gap_ev=8.67 multiplicity=1
C 0.13361 -2.96596 1.14346 -0.378
C 0.10343 -1.85704 0.65460 -0.593
N 0.24245 -0.53378 0.05411 0.549
C 1.56961 -0.15352 0.07319 1.331
C 2.57098 -1.13091 0.04517 -0.646
C 3.85417 -0.75815 -0.00892 -0.356
C 4.25668 0.56071 -0.01970 -0.531
C 3.29034 1.50863 0.02870 -0.697
C 1.90391 1.17604 0.08328 -0.380
C -1.11894 0.16516 -0.08274 0.952
C -1.15008 1.22086 -1.18480 -1.858
C -2.19983 -0.83861 -0.32789 -0.941
C -1.83890 -1.59001 -1.66946 -1.165
C -1.38049 0.83308 1.34127 -0.698
C -2.70875 1.70695 1.27816 -1.191
H 0.08745 -3.86454 1.66524 0.509
H 2.21341 -2.12743 0.34043 0.185
H 4.77917 -1.49424 -0.05563 0.180
H 5.30368 0.89429 0.02253 0.353
H 3.59878 2.56439 -0.09163 0.310
H 1.22799 1.96470 -0.06991 0.222
H -0.64336 1.10488 -2.24425 0.251
H -2.18971 1.54351 -1.52068 0.383
H -0.58540 2.08454 -0.90078 0.475
H -2.36119 -1.73182 0.34639 0.412
H -3.14059 -0.48659 -0.66570 0.461
H -0.75027 -1.30301 -1.87366 0.294
H -2.44719 -1.35444 -2.56814 0.331
H -1.82782 -2.57311 -1.46768 0.450
H -0.62481 1.63498 1.42782 0.332
H -1.30978 0.08804 2.14184 0.456
H -2.70334 2.17254 2.38606 0.326
H -2.49218 2.43678 0.58634 0.394
H -3.66301 1.10308 1.13296 0.280

=====

7
Properties=species:S:1:pos:R:3:mulliken_charge:R:1 method="wB97M-V/def2-TZVPD" homo_energy_ha=-0.3543 e_lumo_ev=-3.9 orbital_gap_ev=5.76 multiplicity=1
N 0.19921 0.09919 1.91916 -0.465
O 1.45951 0.42144 -1.43861 -0.378
S -1.10804 1.61629 -1.49988 -0.144
S 0.10370 0.25370 -0.95407 0.535
Cl -0.57760 -1.66265 -1.57226 -0.104
H 0.72471 -0.76598 1.77118 0.272
H -0.80149 0.03801 1.77448 0.284